Here is a structure of composition C2H2FYb in a non-equilibrium geometry from OMol25. Energies are from the ωB97M-V functional and the def2-TZVPD basis.

spin multiplicity: 2
⟨S²⟩: 0.80
HOMO level (spin up / spin down): -7.52 / -6.54 eV
gap between HOMO and LUMO (spin up / spin down): 6.7 / 3.2 eV

Each line ends with the Löwdin spin population.
Element x y z (Å)
H1 1.272 0.672 -0.395  -0.01
F1 0.036 -1.325 -3.073  0.34
H2 -1.160 -1.509 -0.754  -0.01
Yb1 -1.277 2.367 2.330  0.61
C1 0.433 0.006 -0.236  0.07
C2 -0.247 -0.871 -0.795  -0.01

---

Here is a cluster of 2 separate species, C12H19BrFNO4P2S in total in a non-equilibrium geometry from OMol25. Energies are from the ωB97M-V functional and the def2-TZVPD basis.

structure (SMILES): C[C@@H](Br)CN(C(=O)OP(C)C)P(O)(O)=S.Fc1ccccc1
HOMO level: -8.25 eV
gap between HOMO and LUMO: 8.4 eV

Each line ends with the natural charge from an NBO analysis.
Element x y z (Å)
C1 -1.544 2.389 -2.701  -0.27
H1 -0.301 -0.315 -4.013  0.52
H2 -2.616 2.702 -4.553  0.22
F1 3.253 -0.623 4.948  -0.33
H3 -2.766 -0.068 -3.257  0.23
O1 0.322 0.368 -3.720  -1.00
H4 3.420 -2.886 0.286  0.22
C2 -0.993 -1.629 1.832  -0.97
N1 -1.268 1.262 -1.790  -0.80
H5 1.981 -0.910 0.648  0.24
Br1 -4.425 2.822 -2.847  -0.01
C3 3.385 -2.413 1.259  -0.24
C4 -2.907 0.656 -4.068  -0.66
P1 0.230 0.485 -2.100  1.98
H6 2.140 1.310 -2.430  0.52
H7 1.892 0.160 2.891  0.22
O2 1.482 1.426 -1.723  -0.97
C5 -1.472 1.612 -0.438  0.92
H8 -2.308 -0.007 3.798  0.24
H9 4.779 -3.784 2.146  0.22
H10 4.706 -2.683 4.374  0.23
O3 -2.271 2.373 -0.085  -0.55
H11 -1.776 -2.384 1.965  0.25
H12 -0.707 2.587 -3.383  0.22
C6 4.151 -2.918 2.303  -0.19
H13 -2.268 0.407 -4.926  0.21
H14 -3.939 0.522 -4.418  0.24
H15 -1.751 3.333 -2.191  0.25
C7 2.575 -1.305 1.462  -0.19
H16 -0.904 1.031 3.582  0.23
C8 3.296 -1.211 3.737  0.40
P2 -1.741 0.027 1.475  1.03
C9 2.525 -0.701 2.711  -0.30
C10 4.111 -2.310 3.550  -0.29
C11 -1.891 0.787 3.161  -0.96
H17 -0.267 -1.971 1.092  0.27
C12 -2.763 2.122 -3.637  -0.22
H18 -2.584 1.629 3.171  0.25
H19 -0.455 -1.563 2.795  0.22
S1 0.359 -1.316 -1.409  -0.62
O4 -0.690 0.988 0.502  -0.78

---

Here is a structure of composition C22H42Br2N6NaO2P3S from OMol25. Energies are from the ωB97M-V functional and the def2-TZVPD basis.

HOMO level: -6.82 eV
energy relative to the best compared isomer or geometry (same formula, charge and spin): 3.3 kcal per mole
gap between HOMO and LUMO: 6.9 eV

Each line ends with the natural charge from an NBO analysis.
Element x y z (Å)
C1 -1.756 -3.384 2.182  -0.94
H1 -4.129 -0.394 -3.377  0.25
C2 4.119 1.352 -2.768  -0.40
N1 -1.288 3.439 -0.766  -0.80
H2 3.674 -0.217 0.899  0.22
P1 -2.747 -1.767 -1.947  0.80
H3 -0.653 4.178 -0.517  0.39
H4 4.462 1.623 -1.771  0.21
H5 -2.505 -4.050 2.618  0.22
H6 1.978 2.911 0.972  0.21
H7 1.549 -2.900 -1.987  0.18
H8 4.784 0.579 -3.172  0.18
C3 2.228 0.488 -4.023  -0.41
H9 -1.053 -3.095 2.965  0.24
H10 -4.213 -3.636 -1.395  0.22
C4 -1.514 3.098 -2.036  0.31
P2 1.990 0.321 -1.362  2.45
H11 1.670 -3.015 -0.219  0.19
H12 -0.747 3.204 -3.881  0.41
C5 -1.158 1.867 2.372  0.34
H13 2.245 0.750 5.379  0.23
H14 -3.107 -3.358 -3.799  0.22
H15 -4.340 -3.437 1.067  0.22
C6 -3.402 -3.123 -0.866  -0.71
S1 -2.805 2.133 -2.494  -0.33
C7 -0.040 1.059 2.878  0.15
P3 -2.498 -1.868 1.462  0.81
C8 3.809 -1.693 -1.225  -0.41
H16 2.772 -0.386 -4.404  0.18
H17 -2.637 -0.859 3.646  0.24
C9 0.660 1.391 4.061  -0.13
H18 4.580 1.274 0.553  0.17
C10 3.597 0.864 0.823  -0.40
H19 3.329 1.242 1.813  0.21
H20 0.466 -1.946 -0.961  0.23
H21 0.287 3.822 -2.671  0.38
H22 2.796 -1.253 4.008  0.22
H23 1.171 0.251 -3.939  0.24
C11 2.171 2.634 -0.068  -0.41
H24 4.156 -2.265 -0.358  0.20
C12 -3.882 -2.621 0.498  -0.71
C13 -1.442 2.992 3.153  -0.21
C14 -2.285 -2.742 -3.427  -0.94
H25 -1.439 -3.395 -3.202  0.23
N2 2.738 0.914 -2.729  -0.81
H26 4.209 2.235 -3.407  0.20
H27 1.496 -1.664 1.925  0.18
O1 0.526 0.396 -1.567  -1.17
N3 2.442 -1.246 -1.032  -0.82
H28 -1.974 -2.060 -4.219  0.24
H29 4.488 -0.850 -1.352  0.21
H30 -1.815 2.989 -0.022  0.46
C15 0.283 2.558 4.779  -0.14
H31 1.238 2.762 -0.615  0.22
C16 -3.373 -1.204 2.918  -0.94
Na1 -1.120 0.219 -0.196  0.85
C17 -0.746 3.328 4.318  -0.22
N4 -0.653 3.603 -2.962  -0.81
H32 -4.800 -0.458 -1.760  0.24
H33 2.346 1.298 -4.746  0.19
H34 -2.604 -3.860 -0.729  0.22
Br1 1.186 3.060 6.366  0.03
H35 -3.959 -0.335 2.618  0.25
C18 -4.331 -1.060 -2.537  -0.94
H36 2.937 3.304 -0.476  0.18
C19 1.478 -2.332 -1.052  -0.40
H37 -4.655 -1.858 0.363  0.23
H38 -1.194 -3.939 1.430  0.22
H39 -1.042 4.218 4.857  0.24
H40 -4.026 -1.939 3.395  0.22
N5 2.568 1.240 -0.124  -0.82
Br2 -2.851 4.134 2.607  0.03
H41 3.895 -2.333 -2.111  0.19
O2 -1.776 1.537 1.320  -0.81
N6 0.288 -0.036 2.141  -0.45
C20 2.006 -0.572 3.720  -0.28
H42 -5.024 -1.843 -2.856  0.21
C21 1.266 -0.800 2.545  0.03
C22 1.703 0.526 4.471  -0.15

---

Here is a cluster of 7 separate species, C14H42O7 in total in a non-equilibrium geometry from OMol25. Energies are from the ωB97M-V functional and the def2-TZVPD basis.

structure (SMILES): CCO.CCO.CCO.CCO.CCO.CCO.CCO
HOMO level: -9.56 eV
energy relative to the best compared isomer or geometry (same formula, charge and spin): 244.0 kcal per mole
gap between HOMO and LUMO: 10.0 eV

Each line ends with the natural charge from an NBO analysis.
Element x y z (Å)
H1 1.358 5.044 -1.648  0.20
C1 -3.051 -1.361 -1.822  -0.66
H2 -3.891 -0.669 -2.217  0.22
H3 -0.365 -0.566 -3.550  0.47
O1 -1.743 -1.110 5.054  -0.73
H4 -1.744 0.876 4.325  0.17
H5 2.077 0.970 0.628  0.21
C2 4.301 -0.928 -2.818  -0.06
H6 -1.574 -4.980 -1.001  0.47
H7 -2.713 -0.558 -0.944  0.24
H8 -1.187 -2.201 -2.431  0.18
H9 2.486 -1.845 -2.741  0.19
H10 1.900 -0.864 1.324  0.23
C3 -3.386 -0.271 3.416  -0.57
H11 3.291 3.974 0.843  0.21
C4 -0.070 -5.206 0.207  -0.03
H12 -2.209 4.623 2.126  0.20
C5 -2.207 2.918 0.699  -0.06
H13 3.163 -2.566 -1.604  0.22
C6 3.385 -2.095 -2.562  -0.64
H14 -0.969 1.500 0.763  0.50
H15 -3.757 -1.099 3.125  0.20
O2 4.148 -0.484 -4.124  -0.72
H16 -1.904 3.411 -0.375  0.17
H17 -2.003 -1.933 -3.793  0.18
H18 0.607 -3.565 1.655  0.21
O3 -1.178 -0.295 -3.121  -0.76
H19 -1.474 -0.459 3.117  0.16
H20 1.041 4.703 0.339  0.18
C7 -1.935 -1.588 -2.848  -0.08
C8 1.465 0.015 0.828  -0.66
H21 -1.680 -0.532 5.943  0.47
H22 -4.294 -0.110 4.267  0.15
C9 1.027 -4.297 0.919  -0.61
H23 2.463 6.632 0.732  0.48
O4 -0.853 -4.480 -0.615  -0.73
H24 -3.449 0.475 2.820  0.21
H25 5.366 -1.362 -2.605  0.16
C10 2.712 3.900 -0.176  -0.63
H26 -3.485 -2.322 -1.513  0.23
C11 0.551 -0.307 -0.409  -0.05
C12 -2.051 -0.207 4.001  -0.06
H27 3.464 -2.855 -3.337  0.19
H28 0.899 0.158 1.700  0.22
O5 -1.210 2.204 1.441  -0.76
H29 -0.616 -5.679 1.119  0.14
H30 1.473 -3.694 0.256  0.20
O6 2.332 6.240 -0.186  -0.79
H31 0.376 -5.990 -0.370  0.15
H32 1.051 -0.314 -1.301  0.15
H33 3.519 3.814 -0.932  0.21
H34 -0.801 0.229 -1.481  0.51
H35 3.850 -0.211 -2.046  0.18
H36 0.320 -1.414 -0.149  0.14
H37 -3.608 4.384 1.257  0.19
H38 4.763 -0.718 -4.718  0.47
H39 2.296 2.969 -0.380  0.20
H40 -3.237 3.511 2.588  0.21
H41 1.593 -5.002 1.359  0.20
C13 -2.731 3.867 1.776  -0.62
O7 -0.418 0.562 -0.692  -0.75
H42 -3.130 2.225 0.317  0.14
C14 1.646 4.933 -0.430  -0.06

---

Here is a cluster of 2 separate species, C5H16N2O2 in total in a non-equilibrium geometry from OMol25. Energies are from the ωB97M-V functional and the def2-TZVPD basis.

structure (SMILES): C[C@H](O)CNCCN.O
HOMO level: -8.83 eV
energy relative to the best compared isomer or geometry (same formula, charge and spin): 33.1 kcal per mole
gap between HOMO and LUMO: 9.6 eV

Each line ends with the natural charge from an NBO analysis.
Element x y z (Å)
H1 2.604 -0.433 0.091  0.48
H2 -0.203 -1.327 2.903  0.19
N1 -1.964 -0.584 2.172  -0.82
C1 -0.343 0.907 -0.362  -0.23
H3 -2.424 0.312 2.031  0.34
O1 0.154 -0.884 -1.948  -0.74
N2 0.475 0.151 0.560  -0.65
H4 2.907 -1.197 -1.192  0.47
C2 -0.638 -0.354 2.762  -0.24
C3 -0.006 0.537 -1.827  0.10
H5 0.349 -0.850 0.505  0.38
H6 -0.832 -0.001 3.768  0.20
H7 -1.309 0.301 -3.475  0.22
H8 -1.993 1.345 -2.326  0.21
H9 -1.420 0.765 -0.300  0.15
O2 2.886 -1.295 -0.235  -0.95
H10 -0.033 1.942 -0.240  0.20
H11 1.024 0.810 -1.993  0.18
H12 1.304 0.467 2.437  0.19
H13 -1.896 -0.991 1.247  0.34
C4 -1.048 1.098 -2.783  -0.65
H14 -0.667 -1.389 -2.050  0.46
C5 0.321 0.528 1.973  -0.23
H15 -0.061 1.539 2.031  0.18
H16 -0.644 1.949 -3.318  0.23

---

E_tot values, unit eV, following the record order: -36345.2178 -124607.5349 -219739.8910 -29520.8936 -12518.9748.